Entry 1:
Computed, not measured: an isolated ion of composition C16H24BrN2O3 and charge +1, with wB97M-V/def2-TZVPD.

structure (SMILES) = CC(=O)NCCCCc1cc(C(=O)OBr)c(CC(C)C)c[nH+]1
molar mass = 372.3 g/mol
net charge = +1
highest occupied orbital energy = -12.7015 eV
max |F| = 0.0178 Eh/bohr
2S+1 = 1
Kohn-Sham gap = 0.3009 Ha
energy above the lowest of the compared OMol25 structures with the same formula, charge and spin = 184.2 kJ/mol

Cartesian coordinates (Å):
C  1.29023  1.21756  1.97762
C  2.28968  0.10396  2.20537
O  1.93280  -1.05039  2.14233
N  3.64302  0.48253  2.42733
C  4.35575  0.59456  1.12324
C  4.16900  -0.69002  0.32644
C  3.23093  -0.57685  -0.88000
C  2.30040  -1.81104  -0.94905
C  0.86565  -1.42426  -0.97176
C  0.26299  -0.70610  -1.98064
C  -1.07072  -0.35319  -1.89220
C  -1.67076  0.42214  -3.02978
O  -2.24518  1.45350  -2.90316
O  -1.53108  -0.24116  -4.22671
Br  -0.33436  0.58141  -5.34732
C  -1.84084  -0.70803  -0.77773
C  -3.28262  -0.34690  -0.55488
C  -3.47362  0.62898  0.63319
C  -3.53022  2.08463  0.17844
C  -4.69890  0.24495  1.48124
C  -1.20324  -1.45152  0.17960
N  0.09259  -1.77849  0.06488
H  0.39503  0.99916  2.55331
H  1.66335  2.20437  2.22915
H  1.01432  1.21357  0.92232
H  3.60246  1.40182  2.85280
H  4.01239  1.48134  0.58408
H  5.41208  0.74195  1.32152
H  5.15457  -1.00198  -0.01189
H  3.81444  -1.47264  0.98578
H  3.79359  -0.46380  -1.80082
H  2.63086  0.32700  -0.76982
H  2.49227  -2.37036  -1.86244
H  2.47180  -2.44096  -0.08138
H  0.86376  -0.42650  -2.83186
H  -3.67081  0.11206  -1.45768
H  -3.82213  -1.26734  -0.34504
H  -2.59070  0.54629  1.27073
H  -4.52022  2.35039  -0.18203
H  -3.26977  2.73037  1.01371
H  -2.80117  2.28528  -0.60463
H  -5.40223  -0.35339  0.91003
H  -4.40013  -0.30497  2.37037
H  -5.20649  1.13897  1.83210
H  -1.71552  -1.79430  1.06408
H  0.52676  -2.31257  0.81117

Atoms 1-6, force components in eV/Å:
C -0.134 -0.155 0.304
C 0.088 0.447 0.190
O 0.046 -0.191 -0.171
N -0.764 0.030 -0.191
C 0.165 -0.294 0.374
C 0.750 0.134 -0.503



Entry 2:
Computed, not measured: C16H24DyN2Si as an isolated structure at a distorted geometry, with wB97M-V/def2-TZVPD.

molar mass = 435.0 g/mol
net charge = -1
<S²> = 9.706
highest occupied orbital energy (alpha / beta) = 0.0146 / -2.2762 eV
max |F| = 0.0637 Eh/bohr
2S+1 = 6
Kohn-Sham gap (alpha / beta) = 0.1045 / 0.1859 Ha

Cartesian coordinates (Å):
C  -0.20129  0.62101  -2.08778
C  -0.75739  1.41163  -1.03141
C  -1.97211  0.78157  -0.59836
C  -2.18086  -0.38470  -1.40253
C  -1.07421  -0.49953  -2.31331
Dy  -0.15898  -0.83491  -0.02363
N  2.32705  0.09049  0.50722
C  3.38742  0.93194  1.05254
C  2.06721  1.30650  1.66467
H  -2.69635  1.20334  0.09517
H  -0.40707  2.39148  -0.70989
H  -3.06583  -1.01415  -1.40184
H  -1.00453  -1.22310  -3.12360
H  0.65630  0.87983  -2.69872
H  1.50468  2.19164  1.40941
H  3.82799  1.63531  0.33383
H  2.44528  0.16064  -0.62216
H  1.65880  0.86694  2.57329
H  4.07945  0.41089  1.68218
C  0.73622  -3.16479  -0.32353
Si  -0.10024  -3.54184  1.33598
C  -1.64911  -4.54590  1.08667
C  1.08120  -4.40800  2.48414
N  -0.53564  -1.93235  1.92483
C  -0.91087  -1.38646  3.13931
C  -1.83385  -0.29362  3.15151
C  -2.13961  0.33526  4.35999
C  -1.55362  -0.11883  5.55383
C  -0.64536  -1.18989  5.54574
C  -0.32114  -1.82777  4.34974
H  1.21818  -4.12394  -0.55506
H  1.58100  -2.42989  -0.27488
H  0.06787  -2.94217  -1.19158
H  -1.40200  -5.58606  0.84143
H  -2.26748  -4.55796  1.99380
H  -2.25868  -4.15081  0.26314
H  2.01972  -3.83636  2.57915
H  0.65498  -4.56824  3.48649
H  1.31703  -5.39366  2.04879
H  -2.30757  0.02797  2.21099
H  -2.81906  1.19195  4.37643
H  -1.78442  0.36549  6.50518
H  -0.16389  -1.53451  6.46372
H  0.40186  -2.65107  4.29048

Atoms 1-6, force components in eV/Å:
C -1.518 0.358 -0.415
C -0.849 -0.291 -1.049
C -0.260 0.359 -1.428
C 0.198 1.121 -0.865
C -0.847 1.335 -0.210
Dy 2.282 0.582 2.274



Entry 3:
Computed, not measured: C16H24F12N2O14S7Zn as an isolated structure at a distorted geometry, with wB97M-V/def2-TZVPD.

molar mass = 986.2 g/mol
net charge = 0
highest occupied orbital energy = -10.5011 eV
max |F| = 0.1547 Eh/bohr
2S+1 = 1
Kohn-Sham gap = 0.3973 Ha
energy above the lowest of the compared OMol25 structures with the same formula, charge and spin = 490.8 kJ/mol

Cartesian coordinates (Å):
Zn  0.40163  0.47293  -0.03184
C  3.17802  0.95353  -2.63981
F  2.47222  1.67074  -3.55385
F  4.30670  0.88733  -3.23201
F  3.27484  1.59295  -1.50900
S  2.40315  -0.89248  -2.45412
O  2.36299  -1.50326  -3.77824
O  3.23916  -1.53884  -1.45298
N  0.86287  -0.56288  -1.68226
S  -0.07069  -1.69504  -2.19220
O  0.49118  -3.02800  -2.27565
O  -1.32297  -1.72285  -1.46594
C  -0.57158  -1.21317  -3.96439
F  -0.07715  0.00994  -4.27563
F  -0.14479  -2.16279  -4.77603
F  -1.86917  -1.13367  -4.00795
C  1.05134  4.31782  1.04184
F  1.32119  5.54139  1.66406
F  0.03393  4.56180  0.20628
F  2.04869  4.00666  0.11326
S  0.53639  2.76951  2.21992
O  0.96402  3.05596  3.59685
O  -0.88858  2.53976  2.01896
N  1.31767  1.46839  1.34014
S  2.63345  1.35412  2.12792
O  3.49459  0.51498  1.30798
O  3.33575  2.59236  2.49627
C  2.28494  0.24172  3.71040
F  3.05879  -0.86154  3.64198
F  2.52827  0.99517  4.77792
F  0.97402  0.00301  3.84881
C  -3.04499  -2.41422  1.75422
C  -2.78380  -1.72569  3.07448
C  -2.92751  -0.17195  2.99013
S  -2.92954  0.23894  1.22723
O  -1.54493  0.16579  0.69760
O  -3.83558  1.34483  0.85706
C  -3.73064  -1.45586  0.83148
H  -3.67791  -3.29341  1.87486
H  -2.08253  -2.70927  1.33623
H  -1.81595  -2.05558  3.45202
H  -3.39434  -2.17864  3.85561
H  -2.22998  0.50966  3.47690
H  -3.91967  0.08222  3.36311
H  -3.51788  -1.72640  -0.20276
H  -4.80369  -1.30388  0.94798
C  1.68458  -5.42204  1.47967
C  3.02447  -4.70436  1.76935
C  2.98986  -3.17106  1.42891
S  1.25503  -2.65247  1.69019
O  0.87816  -1.46170  0.83576
O  0.76505  -2.70681  3.03397
C  0.78515  -4.37881  0.86541
H  1.42243  -5.49187  2.53537
H  1.91825  -6.32386  0.91380
H  4.00882  -5.09584  1.51263
H  3.22275  -4.68896  2.84105
H  3.19177  -3.02166  0.36825
H  3.65190  -2.58112  2.06277
H  0.96680  -4.27946  -0.20475
H  -0.29250  -4.41103  1.02585
C  -2.31323  4.75496  -2.70552
C  -1.61663  4.26105  -4.02125
C  -0.64287  3.22132  -3.38783
S  -1.59669  2.12516  -2.18107
O  -0.70868  1.83200  -1.02522
O  -2.40103  1.10413  -2.75586
C  -2.77386  3.55718  -1.86560
H  -3.19255  5.33966  -2.97575
H  -1.67179  5.44086  -2.15218
H  -1.13261  5.07291  -4.56413
H  -2.18779  3.80987  -4.83261
H  0.07791  3.83712  -2.84990
H  -0.08389  2.65131  -4.12994
H  -2.96915  3.80746  -0.82286
H  -3.65133  3.03379  -2.24536

Atoms 1-6, force components in eV/Å:
Zn -0.728 -0.972 -0.018
C -2.163 -0.430 -1.505
F -1.430 -0.058 0.952
F 2.848 -1.291 -0.045
F -0.408 -0.031 0.573
S 1.929 -0.006 1.164



Entry 4:
Computed, not measured: C16H24F18Na3O12P3 as an isolated structure at a distorted geometry, with wB97M-V/def2-TZVPD.

molar mass = 912.2 g/mol
net charge = 0
highest occupied orbital energy = -10.9081 eV
max |F| = 0.1054 Eh/bohr
2S+1 = 1
Kohn-Sham gap = 0.3408 Ha

Cartesian coordinates (Å):
Na  -0.77000  -2.45698  -4.09300
Na  3.14315  -0.28274  -3.77459
Na  1.24943  -3.03048  0.70745
P  -3.01704  -0.45021  -5.88610
F  -2.93294  -0.93710  -4.41207
F  -3.57404  0.97214  -5.43458
F  -1.37664  -0.09565  -5.80229
F  -2.97041  0.11726  -7.44056
F  -2.51315  -1.89570  -6.42268
F  -4.49647  -0.92469  -6.10375
P  1.90040  -4.05500  -6.09731
F  1.16072  -2.66331  -6.77318
F  2.00944  -3.22449  -4.64314
F  0.38893  -4.55256  -5.72155
F  2.75805  -5.24831  -5.46491
F  1.81546  -4.79441  -7.50120
F  3.34091  -3.34259  -6.43586
P  0.40538  -0.98755  -1.58105
F  -0.08184  -0.92653  0.01462
F  1.84547  -1.34764  -0.94435
F  0.00923  -2.54053  -1.49657
F  0.98032  -0.99361  -3.02425
F  -1.07713  -0.57243  -2.11259
F  0.84759  0.58859  -1.70032
C  -0.30506  4.08315  0.60942
C  -0.53326  3.16049  1.84354
C  -0.04828  1.78036  1.74006
O  0.82298  1.64910  2.86913
C  1.14110  2.87058  3.40450
O  1.92930  3.14172  4.32757
O  0.15758  3.68332  2.92089
H  -1.26815  4.54889  0.40053
H  -0.17653  3.56415  -0.34043
H  0.48957  4.82891  0.63180
H  -1.59239  3.12787  2.09902
H  0.51762  1.71701  0.81063
H  -0.84712  1.03894  1.72456
C  4.42076  3.71234  1.81844
C  3.49593  3.21626  0.68048
C  3.67659  3.91243  -0.68135
O  3.71634  2.73746  -1.46229
C  3.89408  1.61730  -0.83897
O  3.97156  0.52908  -1.43387
O  3.87273  1.88208  0.52005
H  4.11021  4.74019  2.00604
H  5.44671  3.65332  1.45509
H  4.25268  3.12440  2.72075
H  2.43669  3.26255  0.93340
H  4.64732  4.40064  -0.76746
H  2.93047  4.65481  -0.96467
C  -4.64061  -0.75563  -1.52132
C  -4.19997  -1.53435  -0.27525
C  -3.04061  -0.99888  0.60047
O  -3.54547  -0.69420  1.82932
C  -4.88130  -0.94138  1.81419
O  -5.64062  -0.60122  2.73596
O  -5.32154  -1.36510  0.54766
H  -3.84007  -0.93181  -2.23979
H  -4.47428  0.28846  -1.25617
H  -5.51972  -1.12370  -2.05027
H  -4.05875  -2.57667  -0.56114
H  -2.66699  -0.04519  0.22767
H  -2.21636  -1.70059  0.47281
C  1.18425  -2.28770  7.01003
C  0.09359  -2.29938  5.95918
C  -0.71643  -1.07977  5.79491
O  -0.52193  -0.99165  4.36273
C  0.47811  -1.73382  3.86601
O  0.80645  -1.80668  2.70480
O  0.85764  -2.62147  4.80328
H  1.77570  -3.20268  7.04320
H  0.69445  -2.05914  7.95658
H  1.93823  -1.50073  7.02703
H  -0.60327  -3.12790  6.08584
H  -0.34310  -0.18137  6.28645
H  -1.80128  -1.12039  5.89260

Atoms 1-6, force components in eV/Å:
Na -0.123 0.226 -1.075
Na -0.150 -0.182 0.285
Na -0.136 0.690 0.138
P 1.319 1.240 -5.109
F 0.033 -1.043 2.587
F 0.845 0.538 0.743



Entry 5:
Computed, not measured: C16H24F4MgN2O as an isolated structure, with wB97M-V/def2-TZVPD.

molar mass = 360.7 g/mol
net charge = 0
highest occupied orbital energy = -7.6312 eV
max |F| = 0.0144 Eh/bohr
2S+1 = 1
Kohn-Sham gap = 0.2962 Ha
energy above the lowest of the compared OMol25 structures with the same formula, charge and spin = 10.2 kJ/mol

Cartesian coordinates (Å):
Mg  -0.12119  -0.29340  0.07539
C  1.76102  -2.27526  -0.53504
C  1.84528  -1.15281  -1.58579
N  1.67441  0.19662  -0.98510
C  2.86085  0.58513  -0.19550
C  2.63292  1.84065  0.62329
C  1.28396  1.22949  -2.00232
C  -0.02113  1.94998  -1.60720
N  -1.00237  0.95068  -1.20042
C  -1.92150  0.42588  -2.04533
C  -2.34097  -0.89386  -1.77719
F  -1.67272  -1.55341  -0.74728
C  -3.30241  -1.57882  -2.46945
F  -3.59793  -2.83339  -2.10803
C  -3.94387  -0.97908  -3.53782
C  -3.54460  0.30581  -3.85108
F  -4.13652  0.94247  -4.87145
C  -2.57359  0.99384  -3.14955
F  -2.28508  2.25949  -3.51332
H  1.50590  -3.21614  -1.01969
H  2.69355  -2.40612  0.01005
H  1.00566  -2.10677  0.24824
H  2.78885  -1.22835  -2.13630
H  1.04319  -1.27501  -2.31654
H  3.09488  -0.24265  0.47392
H  3.71206  0.70509  -0.87854
H  1.75233  1.73336  1.25921
H  3.49232  2.01351  1.27240
H  2.51181  2.72421  -0.00482
H  2.11342  1.92479  -2.15467
H  1.11868  0.71335  -2.94925
H  0.17708  2.60765  -0.75722
H  -0.33284  2.58661  -2.43416
H  -4.71771  -1.48552  -4.09460
C  1.00509  -0.87199  3.93473
C  -0.19413  -0.23830  3.23280
C  -0.34576  1.21429  3.68427
C  -1.46300  -1.01552  3.58353
O  0.00851  -0.26700  1.85797
H  0.90391  -0.85397  5.02338
H  1.91761  -0.33244  3.66583
H  1.11680  -1.91248  3.61815
H  -0.55524  1.28991  4.75532
H  -1.16466  1.68914  3.13950
H  0.57112  1.77334  3.47890
H  -1.64493  -1.03894  4.66175
H  -1.37900  -2.04572  3.22844
H  -2.33007  -0.55834  3.10062

Atoms 1-6, force components in eV/Å:
Mg -0.436 0.483 0.359
C 0.019 0.149 -0.142
C -0.068 0.077 0.255
N -0.037 -0.105 -0.272
C -0.143 -0.076 -0.119
C 0.039 0.074 0.057



Entry 6:
Computed, not measured: C16H24FO8Tl as an isolated structure at a distorted geometry, with wB97M-V/def2-TZVPD.

molar mass = 567.7 g/mol
net charge = +2
highest occupied orbital energy = -15.8156 eV
max |F| = 0.1098 Eh/bohr
2S+1 = 1
Kohn-Sham gap = 0.0933 Ha
energy above the lowest of the compared OMol25 structures with the same formula, charge and spin = 251.5 kJ/mol

Cartesian coordinates (Å):
Tl  -2.64691  -2.73594  -0.79468
F  -0.91421  -0.42167  -0.48724
O  3.58567  -1.86604  2.03462
C  3.47462  -1.01843  1.16928
O  4.34630  -0.98796  0.12644
C  3.98376  -0.07698  -0.90771
C  2.95444  0.79075  -0.23078
C  2.38630  0.01828  0.98507
H  3.43481  -0.72949  -1.58668
H  4.78528  0.41992  -1.45428
H  2.21344  1.21179  -0.91030
H  3.50254  1.67418  0.09666
H  1.41636  -0.37273  0.67777
H  2.30668  0.51734  1.95083
O  -1.49428  -1.91575  2.04525
C  -0.85182  -1.34297  2.89292
O  0.12588  -2.00992  3.50998
C  0.81401  -1.24657  4.48467
C  0.07063  0.08526  4.56220
C  -0.85660  0.09094  3.33086
H  1.86166  -1.10567  4.21883
H  0.76608  -1.83172  5.40303
H  0.76660  0.92307  4.51965
H  -0.45643  0.01120  5.51343
H  -0.40519  0.58308  2.46941
H  -1.84322  0.47871  3.58445
O  -3.90439  -0.13649  -1.04513
C  -3.95719  1.02527  -0.74126
O  -4.90062  1.85815  -1.17448
C  -4.76738  3.17828  -0.60635
C  -3.83461  3.00908  0.60178
C  -2.94845  1.78486  0.16574
H  -5.65181  3.65436  -0.18299
H  -4.47735  3.85712  -1.40832
H  -4.40617  2.91071  1.52468
H  -3.32454  3.94379  0.83471
H  -2.45055  1.19542  0.93565
H  -2.17222  1.97887  -0.57448
O  -0.01651  -2.88803  -1.94935
C  0.52808  -2.36013  -2.84679
O  1.54716  -2.87613  -3.46153
C  2.03514  -2.02043  -4.37578
C  1.55193  -0.66202  -4.14493
C  0.23580  -0.98649  -3.36817
H  1.63912  -2.24466  -5.36622
H  3.08077  -2.08417  -4.67691
H  1.41957  -0.11529  -5.07856
H  2.06560  0.03288  -3.48058
H  -0.57463  -1.01586  -4.09649
H  -0.04312  -0.18177  -2.68793

Atoms 1-6, force components in eV/Å:
Tl 0.563 0.586 0.188
F -0.305 -0.450 0.385
O -0.462 1.395 -0.698
C 0.961 -1.836 -0.838
O 0.872 -0.287 1.482
C -2.431 -1.312 -0.130